Entry 1:
This record from the Open Molecules 2025 dataset describes 4 unconnected molecules or ions with the total composition C28H64F5N11O7P3S at a distorted geometry. The level of theory is ωB97M-V/def2-TZVPD.

The lowest unoccupied orbital energy comes out at -6.0 eV. The gap between HOMO and LUMO comes out at 3.14 eV. The multiplicity is 1. As for the total energy: -4155.4149 hartree. As for the net charge: +1. As for the HOMO energy: -9.1131 eV.

Geometry (Å):
O (-1.704, -5.109, -2.378)
C (-1.120, -6.023, -2.871)
O (-0.685, -6.015, -4.140)
C (-0.774, -7.309, -2.162)
C (0.760, -7.535, -2.260)
C (1.388, -7.867, -0.882)
N (2.767, -7.330, -0.824)
N (3.677, -8.206, -1.230)
C (4.924, -7.810, -1.190)
C (5.418, -6.586, -0.736)
C (4.460, -5.678, -0.318)
C (4.949, -4.331, 0.205)
F (6.236, -4.528, 0.617)
F (4.303, -3.920, 1.298)
C (5.052, -3.228, -0.898)
F (4.680, -2.047, -0.427)
F (4.369, -3.583, -2.012)
C (3.130, -6.118, -0.413)
S (1.831, -4.926, 0.075)
O (0.575, -5.315, -0.439)
O (2.278, -3.647, -0.313)
F (1.825, -5.040, 1.604)
H (-1.019, -5.211, -4.564)
H (-1.259, -8.097, -2.734)
H (-1.130, -7.279, -1.140)
H (0.925, -8.403, -2.892)
H (1.280, -6.681, -2.686)
H (0.791, -7.523, -0.048)
H (1.439, -8.947, -0.798)
H (5.647, -8.530, -1.552)
H (6.468, -6.343, -0.720)
H (6.100, -3.155, -1.198)
O (-4.052, -0.695, -4.133)
P (-3.708, -0.856, -2.678)
N (-5.137, -0.220, -1.972)
C (-5.372, 0.988, -1.220)
C (-6.343, -1.008, -2.176)
N (-2.328, 0.186, -2.669)
C (-2.160, 1.320, -1.783)
C (-1.752, 0.517, -3.970)
N (-3.184, -1.614, -1.255)
C (-3.797, -1.551, 0.055)
C (-1.805, -2.098, -1.214)
H (-5.779, 0.761, -0.223)
H (-6.093, 1.637, -1.730)
H (-4.477, 1.576, -1.049)
H (-6.294, -1.970, -1.644)
H (-6.495, -1.221, -3.239)
H (-7.231, -0.484, -1.825)
H (-2.759, 2.183, -2.102)
H (-1.114, 1.638, -1.777)
H (-2.393, 1.071, -0.745)
H (-2.317, 1.301, -4.487)
H (-1.712, -0.355, -4.617)
H (-0.723, 0.865, -3.843)
H (-3.579, -0.602, 0.555)
H (-3.415, -2.354, 0.690)
H (-4.874, -1.704, 0.020)
H (-1.123, -1.330, -0.834)
H (-1.468, -2.395, -2.203)
H (-1.713, -2.979, -0.573)
O (1.955, 4.162, -0.895)
P (2.792, 3.728, 0.280)
N (4.204, 4.652, -0.070)
C (5.514, 4.256, -0.524)
C (4.067, 6.091, 0.087)
N (2.850, 2.053, -0.161)
C (4.054, 1.294, -0.394)
C (1.830, 1.602, -1.101)
N (3.293, 3.358, 1.855)
C (4.555, 3.694, 2.481)
C (2.569, 2.302, 2.569)
H (6.293, 4.576, 0.185)
H (5.748, 4.706, -1.495)
H (5.632, 3.183, -0.631)
H (3.926, 6.373, 1.141)
H (3.206, 6.466, -0.476)
H (4.944, 6.622, -0.280)
H (4.500, 1.517, -1.374)
H (3.824, 0.225, -0.380)
H (4.798, 1.439, 0.392)
H (2.074, 1.865, -2.139)
H (0.861, 2.027, -0.859)
H (1.722, 0.513, -1.041)
H (5.361, 3.038, 2.136)
H (4.480, 3.583, 3.565)
H (4.840, 4.731, 2.320)
H (3.025, 1.322, 2.391)
H (1.526, 2.255, 2.258)
H (2.569, 2.486, 3.646)
O (-0.813, 2.378, 2.547)
P (-1.944, 3.270, 2.993)
N (-3.260, 2.191, 2.759)
C (-4.343, 2.207, 1.806)
C (-3.297, 1.039, 3.646)
N (-1.740, 4.493, 1.791)
C (-2.774, 4.937, 0.881)
C (-0.461, 4.498, 1.089)
N (-2.823, 4.334, 3.975)
C (-4.230, 4.263, 4.313)
C (-2.243, 5.652, 4.246)
H (-5.319, 2.227, 2.315)
H (-4.322, 1.314, 1.170)
H (-4.333, 3.069, 1.148)
H (-3.494, 1.334, 4.687)
H (-2.344, 0.500, 3.626)
H (-4.072, 0.332, 3.354)
H (-2.940, 4.221, 0.065)
H (-2.486, 5.887, 0.422)
H (-3.716, 5.137, 1.395)
H (-0.419, 3.737, 0.302)
H (0.362, 4.324, 1.780)
H (-0.278, 5.470, 0.625)
H (-4.859, 4.605, 3.486)
H (-4.445, 4.898, 5.175)
H (-4.539, 3.264, 4.613)
H (-2.555, 6.383, 3.496)
H (-1.156, 5.609, 4.249)
H (-2.549, 6.021, 5.227)

These are the Mulliken partial charges, in e, on atoms 1 to 2: -0.5168 0.4771


Entry 2:
This record from the Open Molecules 2025 dataset describes C26H30N2O3 in the gas phase. The level of theory is ωB97M-V/def2-TZVPD.

The lowest unoccupied orbital energy comes out at 0.5 eV. The gap between HOMO and LUMO comes out at 8.68 eV. The value obtained for the relative energy (zero: lowest compared OMol25 entry of this formula, charge and spin) is 130.1 kJ/mol. The multiplicity is 1. As for the total energy: -1344.0427 hartree. As for the HOMO energy: -8.1402 eV.

Geometry (Å):
C (-2.141, -0.377, -2.970)
O (-2.586, -0.008, -1.689)
C (-2.849, -0.977, -0.769)
C (-2.830, -2.339, -1.048)
C (-3.113, -3.263, -0.056)
C (-3.409, -2.839, 1.225)
C (-3.428, -1.482, 1.505)
C (-3.161, -0.540, 0.527)
C (-3.259, 0.930, 0.861)
N (-2.175, 1.744, 0.333)
C (-2.458, 2.687, -0.728)
C (-0.963, 1.557, 0.886)
O (-0.768, 0.727, 1.759)
C (0.210, 2.411, 0.372)
N (1.093, 1.519, -0.352)
C (0.966, 1.285, -1.668)
O (0.212, 1.913, -2.390)
C (1.882, 0.201, -2.238)
C (2.778, -0.484, -1.251)
C (4.130, -0.251, -1.287)
C (5.005, -0.871, -0.385)
C (4.520, -1.724, 0.564)
C (3.137, -1.988, 0.650)
C (2.617, -2.849, 1.640)
C (1.274, -3.080, 1.734)
C (0.391, -2.466, 0.834)
C (0.865, -1.637, -0.143)
C (2.246, -1.366, -0.266)
C (0.943, 3.045, 1.562)
C (0.005, 4.007, 2.288)
C (2.202, 3.772, 1.096)
H (-2.947, -0.821, -3.564)
H (-1.302, -1.079, -2.923)
H (-1.802, 0.547, -3.438)
H (-2.604, -2.692, -2.042)
H (-3.094, -4.316, -0.293)
H (-3.621, -3.556, 2.003)
H (-3.653, -1.146, 2.506)
H (-4.200, 1.328, 0.473)
H (-3.259, 1.027, 1.952)
H (-3.433, 2.457, -1.149)
H (-2.473, 3.712, -0.346)
H (-1.725, 2.600, -1.530)
H (-0.109, 3.187, -0.324)
H (1.616, 0.869, 0.218)
H (1.237, -0.521, -2.746)
H (2.482, 0.684, -3.014)
H (4.536, 0.421, -2.030)
H (6.063, -0.665, -0.450)
H (5.185, -2.207, 1.265)
H (3.307, -3.315, 2.329)
H (0.883, -3.731, 2.501)
H (-0.669, -2.643, 0.922)
H (0.165, -1.166, -0.816)
H (1.219, 2.237, 2.248)
H (0.509, 4.452, 3.142)
H (-0.312, 4.807, 1.621)
H (-0.876, 3.481, 2.647)
H (2.723, 4.203, 1.948)
H (2.879, 3.091, 0.587)
H (1.941, 4.575, 0.409)

These are the Mulliken partial charges, in e, on atoms 1 to 2: -0.9700 -0.2634